Run 1
{"formula": "C5H9P", "method": "the ωB97M-V functional and the def2-TZVPD basis", "symbols": ["C", "C", "C", "C", "C", "P", "H", "H", "H", "H", "H", "H", "H", "H", "H"], "positions_angstrom": [[-0.325, -1.473, -1.515], [0.420, -0.687, -0.823], [-2.021, 1.093, 1.337], [0.250, -0.662, 0.712], [1.624, 0.060, -1.312], [-0.320, 0.926, 1.493], [-1.223, -2.028, -1.391], [-2.420, 2.069, 1.118], [-2.646, 0.436, 1.923], [-0.467, -1.423, 1.039], [1.223, -0.913, 1.147], [2.528, -0.386, -0.898], [1.583, 1.101, -0.992], [1.680, 0.023, -2.396], [0.114, 1.866, 0.559]], "e_homo_ha": [-0.2755, -0.3106], "lumo_ev": [0.0, -0.2], "spin_multiplicity": 1, "homo_lumo_gap_ha": [0.275, 0.302]}

Run 2
{"formula": "C5H9P", "method": "the ωB97M-V functional and the def2-TZVPD basis", "symbols": ["C", "C", "C", "C", "P", "C", "H", "H", "H", "H", "H", "H", "H", "H", "H"], "positions_angstrom": [[0.363, 2.236, 0.724], [0.104, 0.960, 0.504], [0.606, -0.509, -0.297], [1.814, -1.351, 0.209], [-0.933, -0.500, 0.730], [-2.271, -0.433, -0.634], [-0.352, 2.869, 1.398], [1.333, 2.747, 0.320], [0.570, -0.363, -1.331], [1.304, -2.145, 0.809], [2.453, -0.716, 0.873], [2.446, -1.860, -0.579], [-3.257, -0.787, -0.298], [-1.863, -0.867, -1.576], [-2.316, 0.717, -0.851]], "e_homo_ha": -0.3121, "lumo_ev": 1.1, "spin_multiplicity": 1, "smiles": "C=C1[C@@H](C)P1C", "homo_lumo_gap_ha": 0.352}

Last place for stability: run 1

Run 1
{"formula": "C20H41N2OP2SSc", "method": "the ωB97M-V functional and the def2-TZVPD basis", "symbols": ["Sc", "P", "P", "N", "C", "H", "H", "C", "H", "H", "C", "H", "H", "C", "H", "H", "C", "C", "H", "H", "H", "C", "C", "H", "H", "H", "C", "C", "H", "H", "H", "C", "C", "H", "H", "H", "C", "C", "H", "H", "H", "C", "H", "H", "H", "C", "H", "H", "H", "C", "H", "H", "H", "H", "H", "H", "H", "O", "H", "H", "S", "C", "C", "N", "C", "H", "H", "H"], "positions_angstrom": [[0.165, 0.070, 0.042], [-0.986, 1.290, -1.645], [1.693, -1.210, 1.386], [1.217, -0.764, -1.657], [-0.644, 0.088, -3.005], [-1.609, -0.214, -3.440], [-0.105, 0.642, -3.796], [0.155, -1.151, -2.615], [-0.482, -1.896, -2.116], [0.616, -1.637, -3.487], [2.252, -1.802, -1.308], [3.214, -1.284, -1.257], [2.290, -2.534, -2.116], [1.928, -2.454, 0.045], [2.742, -3.131, 0.336], [1.007, -3.060, -0.033], [1.081, -1.985, 2.871], [-0.440, -1.977, 3.092], [-0.970, -2.702, 2.470], [-0.873, -0.982, 2.897], [-0.666, -2.214, 4.138], [3.305, -0.433, 1.672], [3.189, 0.759, 2.660], [3.806, 1.585, 2.307], [3.533, 0.482, 3.658], [2.150, 1.111, 2.724], [-0.381, 2.888, -2.188], [-1.041, 4.008, -1.364], [-0.482, 4.951, -1.452], [-1.096, 3.737, -0.315], [-2.050, 4.198, -1.747], [-2.789, 1.267, -1.441], [-3.299, 1.985, -0.181], [-4.342, 1.686, 0.008], [-3.273, 3.074, -0.284], [-2.713, 1.719, 0.703], [-0.272, 1.377, 1.484], [4.324, -1.495, 2.170], [3.846, -2.439, 2.409], [5.096, -1.679, 1.414], [4.833, -1.127, 3.067], [-0.722, 2.996, -3.679], [-1.164, 3.978, -3.889], [0.165, 2.875, -4.288], [-1.449, 2.240, -3.986], [-3.445, 1.794, -2.725], [-4.537, 1.733, -2.625], [-3.193, 2.840, -2.904], [-3.166, 1.208, -3.600], [1.812, -1.383, 4.065], [1.632, -0.305, 4.159], [1.467, -1.842, 4.995], [2.878, -1.548, 3.980], [1.397, -3.031, 2.733], [-3.027, 0.200, -1.326], [3.630, -0.036, 0.709], [0.721, 2.945, -2.055], [-0.507, 2.164, 2.331], [1.710, 0.062, -2.013], [1.518, 1.336, 0.004], [-3.877, -2.059, 1.270], [-2.902, -3.136, 0.243], [-1.754, -2.545, -0.098], [-1.574, -1.213, 0.368], [-2.622, -0.866, 1.147], [-3.219, -4.125, -0.008], [-0.993, -3.064, -0.665], [-2.710, 0.033, 1.750]], "e_homo_ha": -0.5399, "lumo_ev": -7.1, "spin_multiplicity": 1, "homo_lumo_gap_ha": 0.280, "total_charge": 2}

Run 2
{"formula": "C20H41N2OP2SSc", "method": "the ωB97M-V functional and the def2-TZVPD basis", "symbols": ["Sc", "P", "P", "N", "C", "H", "H", "C", "H", "H", "C", "H", "H", "C", "H", "H", "C", "C", "H", "H", "H", "C", "C", "H", "H", "H", "C", "C", "H", "H", "H", "C", "C", "H", "H", "H", "C", "C", "H", "H", "H", "C", "H", "H", "H", "C", "H", "H", "H", "C", "H", "H", "H", "H", "H", "H", "H", "O", "H", "H", "S", "C", "C", "N", "C", "H", "H", "H"], "positions_angstrom": [[-0.759, 0.217, 0.849], [-2.272, -1.178, -0.686], [2.503, 0.736, 0.590], [0.369, -1.697, 0.668], [-1.853, -2.775, 0.144], [-2.575, -2.920, 0.962], [-2.035, -3.577, -0.584], [-0.423, -2.955, 0.681], [-0.451, -3.327, 1.717], [0.139, -3.716, 0.102], [1.699, -1.914, 1.314], [2.342, -2.454, 0.594], [1.546, -2.581, 2.175], [2.321, -0.609, 1.796], [3.338, -0.821, 2.157], [1.760, -0.222, 2.662], [2.736, 2.223, 1.608], [1.472, 2.662, 2.355], [1.015, 1.872, 2.962], [0.709, 3.061, 1.672], [1.746, 3.475, 3.043], [3.943, 0.435, -0.461], [3.955, 1.364, -1.686], [4.665, 0.959, -2.420], [4.281, 2.381, -1.434], [2.976, 1.429, -2.174], [-2.374, -1.602, -2.485], [-2.918, -0.432, -3.316], [-2.820, -0.678, -4.382], [-2.348, 0.489, -3.144], [-3.980, -0.228, -3.126], [-3.945, -0.677, -0.074], [-4.240, 0.794, -0.432], [-4.707, 1.290, 0.430], [-4.933, 0.869, -1.283], [-3.340, 1.381, -0.679], [1.129, 0.629, -0.582], [5.268, 0.440, 0.325], [5.141, 0.529, 1.414], [5.792, -0.508, 0.139], [5.927, 1.250, -0.014], [-3.056, -2.935, -2.826], [-3.230, -2.987, -3.909], [-2.423, -3.791, -2.567], [-4.025, -3.058, -2.332], [-5.067, -1.632, -0.485], [-5.990, -1.325, 0.028], [-5.274, -1.600, -1.563], [-4.864, -2.668, -0.186], [3.358, 3.404, 0.849], [2.742, 3.699, -0.012], [3.413, 4.264, 1.533], [4.380, 3.195, 0.509], [3.469, 1.882, 2.365], [-3.846, -0.732, 1.026], [3.781, -0.594, -0.825], [-1.306, -1.716, -2.744], [0.091, 1.424, -0.574], [0.628, -1.509, -0.343], [1.297, -0.076, -1.440], [-3.384, 1.579, 3.404], [-2.599, 0.596, 4.622], [-1.391, 0.120, 4.176], [-1.054, 0.557, 2.901], [-2.010, 1.415, 2.373], [-3.033, 0.427, 5.600], [-0.708, -0.532, 4.716], [-1.766, 2.197, 1.631]], "e_homo_ha": [-0.4793, -0.4424], "lumo_ev": [-6.4, -6.9], "spin_multiplicity": 1, "homo_lumo_gap_ha": [0.243, 0.189], "total_charge": 2}

Last place for stability: run 1

Run 1
{"formula": "C4H7NOS", "method": "the ωB97M-V functional and the def2-TZVPD basis", "symbols": ["C", "O", "C", "S", "N", "C", "C", "H", "H", "H", "H", "H", "H", "H"], "positions_angstrom": [[2.027, 1.166, 0.016], [0.738, 0.532, -0.083], [0.520, -0.848, 0.007], [1.832, -1.866, -0.008], [-0.819, -1.218, 0.014], [-1.744, -0.429, -0.748], [-1.758, -0.363, 0.729], [1.879, 2.237, -0.094], [2.522, 0.925, 0.951], [2.618, 0.813, -0.759], [-2.539, -0.982, -1.210], [-1.389, 0.425, -1.289], [-1.390, 0.543, 1.194], [-2.497, -0.933, 1.280]], "e_homo_ha": -0.3197, "lumo_ev": 0.5, "spin_multiplicity": 1, "smiles": "COC(=S)N1CC1", "homo_lumo_gap_ha": 0.337}

Run 2
{"formula": "C4H7NOS", "method": "the ωB97M-V functional and the def2-TZVPD basis", "symbols": ["C", "C", "C", "C", "N", "O", "S", "H", "H", "H", "H", "H", "H", "H"], "positions_angstrom": [[0.699, -1.320, 0.736], [1.722, -0.201, 0.993], [-0.856, 0.252, -0.289], [-0.989, 0.648, -1.808], [-0.388, -1.003, 0.175], [-1.887, 0.633, 0.493], [1.269, 1.423, 0.615], [0.781, -2.338, 1.160], [1.830, -0.245, 2.175], [2.734, -0.381, 0.445], [-1.743, 1.415, -1.725], [-1.292, -0.233, -2.368], [0.004, 1.023, -2.053], [-1.885, 0.328, 1.452]], "e_homo_ha": [-0.2837, -0.2837], "lumo_ev": [0.4, 0.4], "spin_multiplicity": 1, "homo_lumo_gap_ha": [0.298, 0.298]}

Last place for stability: run 2